Record 1
15
Properties=species:S:1:pos:R:3:forces:R:3 method="wB97M-V/def2-TZVPD" lumo_energy_ev=-3.693 charge=+1 spin_multiplicity=1 orbital_gap_ev=9.99 relative_energy_kcal_mol=34.2
H 1.86738 1.41759 -2.54894 -0.22 0.53 -0.20
H -1.12746 -1.23051 1.49555 1.20 -0.58 -1.72
N -0.53779 -1.41143 0.60307 -3.58 2.44 -0.13
H -2.16127 0.21868 -0.79355 0.30 1.17 1.04
H -1.19811 -1.81039 -0.15016 1.76 -0.33 1.76
H 1.14717 1.63409 0.67173 -0.61 -1.19 0.19
H -1.79469 1.62464 0.17025 0.34 -0.88 -0.43
S 0.19279 -0.42434 -1.79186 0.16 0.79 0.59
C 0.80846 0.57603 0.87574 2.35 0.31 1.79
H 0.50051 0.46043 1.97863 0.29 0.55 -1.55
S 2.11338 0.17276 -2.17592 -0.10 -0.70 0.44
N -1.68676 0.60336 0.05940 2.02 -1.00 -0.67
H 1.77653 -0.08908 0.79079 -1.83 1.28 -0.12
H 0.35681 -1.79751 0.81024 0.54 -1.32 -0.22
C -0.25696 0.05570 0.00503 -2.62 -1.08 -0.77

Record 2
17
Properties=species:S:1:pos:R:3:forces:R:3 method="wB97M-V/def2-TZVPD" lumo_energy_ev="-3.501 / -8.174" charge=+1 spin_multiplicity=3 orbital_gap_ev="6.53 / 4.49" s2=2.01
N -0.98495 1.17184 -1.04919 -2.16 -0.16 -1.52
H -1.29137 -0.19335 3.86336 0.00 -0.40 1.20
H -2.29250 1.15537 2.83416 1.73 -1.59 -0.44
N 1.68079 -1.13224 0.30364 -2.46 2.63 -0.34
H -1.18805 2.14161 -1.20407 0.20 0.34 0.08
H -1.62569 0.58153 -1.61519 0.93 0.32 0.95
H 0.49695 -0.01397 -2.96206 -0.87 0.41 -0.38
C 0.20588 0.77574 -0.58819 1.18 -4.76 0.97
S -1.22810 0.18048 2.62259 -1.73 1.95 -0.77
H 2.06040 -2.01155 0.19862 1.43 -2.41 -1.57
C 0.65134 -0.74468 -0.72376 0.08 3.13 2.07
S 1.31422 1.70596 0.26687 1.01 0.20 0.38
S 1.54767 -0.56387 -2.39777 1.56 -1.25 -0.20
H 0.60389 2.76295 -0.01873 -0.16 1.32 0.01
S -0.75157 -1.82396 -0.86086 -0.19 -1.22 0.09
H -0.36244 -2.64384 0.17562 -0.29 0.45 -0.83
H 1.16353 -1.34799 1.15494 -0.27 1.03 0.31

Record 3
14
Properties=species:S:1:pos:R:3:forces:R:3 method="wB97M-V/def2-TZVPD" lumo_energy_ev=1.138 spin_multiplicity=1 orbital_gap_ev=10.44 relative_energy_kcal_mol=66.5
H -1.91460 -0.59676 1.28832 0.05 0.03 -0.02
C -0.06105 -0.21736 0.26826 -1.83 -2.47 -1.93
H -0.39075 -0.71550 -0.75507 -0.22 -0.09 2.73
H 0.20261 1.64146 -0.44792 0.04 0.00 0.10
H 1.51350 -1.47300 0.57021 -0.05 0.03 0.06
H -1.90983 0.90838 0.35020 0.01 0.00 -0.02
N 0.67090 -1.18700 1.05644 -0.05 0.23 0.21
H 0.75365 0.84146 -2.78008 0.34 0.46 0.69
H -1.04146 0.81634 1.89184 -0.06 0.10 0.13
H 0.95522 -0.76961 1.93717 0.11 -0.04 0.00
N 0.52504 0.20414 -2.00809 0.67 0.82 1.82
N 0.74105 0.78415 -0.33713 0.62 0.61 -3.94
C -1.31317 0.26136 0.99274 0.45 0.07 0.07
H 1.26889 -0.49806 -2.02689 -0.07 0.25 0.08

Record 4
14
Properties=species:S:1:pos:R:3:forces:R:3 method="wB97M-V/def2-TZVPD" lumo_energy_ev="-3.529 / -9.261" charge=+1 spin_multiplicity=2 orbital_gap_ev="10.39 / 4.59" relative_energy_kcal_mol=39.6 s2=0.76
H 1.02821 -2.09024 -0.14674 -0.13 -0.30 0.89
H 1.20305 0.52170 1.70995 0.01 -0.07 -0.84
H -0.79920 0.93942 -0.54761 -0.79 -0.61 0.37
H 1.29483 -0.27481 -1.32664 -0.15 0.13 -0.10
C 0.27066 -0.70296 -1.21377 -1.07 0.47 0.03
H -0.62124 -2.07362 0.01030 -0.15 0.19 0.41
N 0.21131 -1.49157 -0.03554 0.50 -0.51 -2.11
N -0.06963 2.08563 1.91146 -0.17 -1.03 0.91
H -0.45644 0.93388 -2.11470 -0.57 -0.40 -0.49
H -0.63458 0.14494 1.43250 0.27 -0.16 0.60
H -1.05050 2.11656 2.21573 -0.17 0.76 -0.95
N -0.71505 0.30565 -1.35169 2.10 1.15 0.42
C 0.17153 0.86746 1.62999 0.02 0.72 0.62
H 0.16706 -1.28203 -2.17325 0.29 -0.35 0.23

Record 5
15
Properties=species:S:1:pos:R:3:forces:R:3 method="wB97M-V/def2-TZVPD" lumo_energy_ev="4.275 / 4.211" charge=-1 spin_multiplicity=2 orbital_gap_ev="3.34 / 8.48" relative_energy_kcal_mol=25.6 s2=0.75
H -0.62455 -1.16238 1.80130 -0.72 -0.97 -0.47
N 0.00690 -1.52226 1.09822 2.06 1.93 -0.06
H -0.31682 1.00395 1.41704 -0.88 0.02 -0.09
H -0.18066 -2.30117 0.48200 -0.52 -0.50 0.16
H 1.79013 -1.53865 -0.41251 0.00 0.38 -0.11
H 2.01366 0.48240 -2.16259 1.11 -0.16 0.36
O -3.11667 1.21959 -0.25903 -0.22 -0.27 0.06
C 2.27087 0.45899 -1.08566 -1.46 0.08 0.43
H 1.93529 1.43289 -0.71217 -0.24 -0.24 0.09
H -2.30121 0.74418 0.01430 0.24 0.42 -0.07
N -0.41423 0.69271 0.44823 1.90 1.55 -0.24
H -3.48830 0.65838 -0.94485 -0.01 0.00 -0.03
C 0.40413 -0.32749 0.35166 -1.30 -2.77 1.03
N 1.43087 -0.58204 -0.45794 0.24 0.89 -0.14
H 3.30282 0.37272 -0.69977 -0.18 -0.35 -0.93

Record 6
15
Properties=species:S:1:pos:R:3:forces:R:3 method="wB97M-V/def2-TZVPD" lumo_energy_ev=0.611 spin_multiplicity=1 orbital_gap_ev=10.16 relative_energy_kcal_mol=20.7
N 2.75638 -0.20510 0.05462 -0.74 0.08 0.31
H 2.75869 0.20337 -2.38505 0.33 -0.58 -0.38
C -2.75778 0.42393 0.97428 0.19 0.09 -0.15
C 1.91446 -0.85969 -0.90738 0.48 -1.19 -1.53
H -3.60118 -0.03716 0.43401 -0.14 -0.04 0.20
H -1.77244 -1.33123 0.69706 -0.24 0.06 0.08
H 0.87975 -1.03132 -0.60537 0.11 0.43 0.40
N -1.73344 -0.45163 1.19293 0.60 -0.61 -0.55
N 1.88493 -0.32030 -2.30387 -0.05 1.47 0.93
H 1.27215 0.50229 -2.29426 -0.41 -0.42 -0.11
H 2.40864 0.71389 0.28210 0.15 0.24 0.05
H 3.70674 -0.14260 -0.27727 0.09 0.04 0.02
H 2.31858 -1.86428 -1.05592 0.03 -0.05 0.29
O -2.75237 1.57778 1.31560 -0.03 0.18 -0.02
H -0.77928 -0.10939 1.23186 -0.36 0.30 0.44

Record 7
15
Properties=species:S:1:pos:R:3:forces:R:3 method="wB97M-V/def2-TZVPD" lumo_energy_ev=0.847 spin_multiplicity=1 orbital_gap_ev=8.99 relative_energy_kcal_mol=113.1
H -1.96272 0.23677 0.34525 -0.03 -0.14 -0.17
N -0.15701 -1.60977 -1.13911 -0.82 -0.76 -0.79
H 0.88140 1.04235 -0.66898 0.19 0.02 0.09
C 1.68595 0.55194 -0.11391 -0.32 0.21 -0.63
H 2.03913 1.21353 0.66780 0.09 0.07 0.09
H 2.51191 0.35340 -0.80269 0.02 0.10 -0.05
N 1.27486 -0.66480 0.53089 0.19 -0.28 0.77
H -2.59931 1.06171 1.77395 -0.15 0.04 0.08
H -0.46606 -0.88241 -2.84803 -0.02 -0.24 0.26
H 0.31811 -2.31158 0.52364 0.00 0.28 -0.31
C -1.70852 0.86377 1.19004 -0.06 0.03 0.08
O -0.04556 -0.54044 -2.05085 0.57 0.25 0.80
H -0.97358 0.36734 1.81090 0.14 -0.09 0.09
H -1.29961 1.79979 0.83255 0.08 0.19 -0.07
N 0.50094 -1.48161 -0.05146 0.11 0.33 -0.21

Record 8
15
Properties=species:S:1:pos:R:3:forces:R:3 method="wB97M-V/def2-TZVPD" lumo_energy_ev=0.850 spin_multiplicity=1 orbital_gap_ev=9.86 relative_energy_kcal_mol=37.9
H -3.12144 0.31843 -0.71304 -0.62 -0.23 -1.04
H -0.87848 0.77593 1.88812 0.28 -0.61 -1.34
H -3.02570 0.56480 0.83859 -1.19 -0.44 3.13
O 3.15855 -0.38528 -1.15697 1.06 0.71 2.85
H 3.00149 -0.65452 -2.00517 -0.14 -1.52 -3.63
C -1.20800 0.12663 -0.11861 -1.22 2.10 -1.07
H 2.38538 0.14036 -1.03389 -0.96 0.75 0.63
H 0.99750 -1.03622 0.55560 -0.17 -0.68 -0.99
H 1.11933 -0.74737 2.18901 -0.37 1.95 -1.38
H -1.23754 -0.21736 -2.20829 -0.02 0.32 2.19
N -0.72417 -0.14018 -1.29356 0.75 -0.54 1.22
H 1.67354 0.50691 0.77437 -0.82 -0.37 1.30
N -0.46365 0.28242 1.07770 -1.26 -0.17 -0.56
C 0.87875 -0.18793 1.18715 1.53 -1.04 0.79
N -2.55558 0.65339 0.01898 3.17 -0.21 -2.10

Number 1: F_max 4.34 eV/Å. Number 2: F_max 5.00 eV/Å. Number 3: F_max 4.04 eV/Å. Number 4: F_max 2.44 eV/Å. Number 5: F_max 3.23 eV/Å. Number 6: F_max 2.00 eV/Å. Number 7: F_max 1.37 eV/Å. Number 8: F_max 3.94 eV/Å.